<i>
A molecular structure, C28H28NO5RuS2, computed with ωB97M-V with the def2-TZVPD basis set.

Properties
Expectation value of S²   8.763
E_LUMO (alpha / beta)   0.169 / 0.169 Eh
HOMO-LUMO gap (alpha / beta)   5.94 / 6.57 eV
Net charge   -2
2S+1   6
HOMO level (alpha / beta)   -1.33 / -1.97 eV

```
65
C28H28NO5RuS2 | OMol25 | ωB97M-V with the def2-TZVPD basis set
Ru -0.8968 -0.2625 -0.1297
O -4.1221 -3.1952 0.0470
C -2.9613 -2.8001 -0.0551
O -2.6018 -1.6197 -0.3770
C -1.8434 -3.8246 0.0486
C -2.0818 -5.0781 -0.5040
C -1.1263 -6.0807 -0.4782
C 0.0937 -5.8283 0.1401
C 0.3352 -4.5920 0.7122
C -0.6171 -3.5630 0.6785
S -0.2317 -2.0540 1.4989
H -3.0554 -5.2428 -0.9496
H -1.3277 -7.0448 -0.9308
H 0.8606 -6.5954 0.1776
H 1.2812 -4.3910 1.2008
O 1.2597 3.0557 -2.1823
C 0.7268 1.9375 -2.1088
O -0.1372 1.6143 -1.2401
C 1.2301 0.8697 -3.0771
C 2.4044 1.1814 -3.7650
C 2.9810 0.3219 -4.6803
C 2.3546 -0.8951 -4.9366
C 1.1959 -1.2223 -4.2648
C 0.6083 -0.3678 -3.3107
S -0.8318 -1.0026 -2.5279
H 2.8425 2.1473 -3.5480
H 3.8999 0.5932 -5.1879
H 2.7739 -1.5933 -5.6537
H 0.7139 -2.1753 -4.4447
O 0.2817 0.6922 2.5973
C 1.6486 0.8438 2.8991
C 2.3382 1.9780 2.1568
C 2.1151 1.9640 0.6456
C 2.6223 0.7182 -0.0238
C 3.9516 0.6308 -0.4354
C 4.3934 -0.5162 -1.0685
C 3.5009 -1.5616 -1.2541
C 2.2023 -1.4021 -0.8037
N 1.7687 -0.2863 -0.2192
H -0.1582 1.5265 2.3891
H 2.1018 -0.1162 2.6380
H 1.7867 0.9882 3.9822
H 3.4094 1.9322 2.3891
H 1.9776 2.9382 2.5448
H 2.6146 2.8256 0.1967
H 1.0546 2.0738 0.4120
H 4.6074 1.4795 -0.2851
H 5.4135 -0.5889 -1.4281
H 3.7861 -2.4752 -1.7569
H 1.4593 -2.1816 -0.9326
C -2.8048 3.6926 3.2826
C -3.6515 2.9479 2.2399
C -4.2651 3.9663 1.2697
C -4.7743 2.1841 2.9537
C -2.8048 2.0035 1.4963
C -2.1262 1.2044 0.8784
H -3.4229 4.3973 3.8483
H -2.0023 4.2454 2.7924
H -2.3540 2.9837 3.9786
H -4.8925 4.6825 1.8110
H -4.8746 3.4561 0.5240
H -3.4794 4.5084 0.7434
H -5.4211 2.8774 3.5017
H -4.3543 1.4620 3.6541
H -5.3754 1.6327 2.2311
```

Löwdin atomic charges, in units of e: atom 1 (Ru): 1.164, atom 2 (O): -0.001, atom 3 (C): -0.651, atom 4 (O): -0.270, atom 5 (C): -0.166, atom 6 (C): -0.049, atom 7 (C): -0.124, atom 8 (C): -0.132, atom 9 (C): -0.159, atom 10 (C): -0.624, atom 11 (S): 0.579, atom 12 (H): 0.107, atom 13 (H): 0.079, atom 14 (H): 0.082, atom 15 (H): 0.081, atom 16 (O): -0.026, atom 17 (C): -0.655, atom 18 (O): -0.206, atom 19 (C): -0.158, atom 20 (C): -0.057, atom 21 (C): -0.125, atom 22 (C): -0.131, atom 23 (C): -0.164, atom 24 (C): -0.625, atom 25 (S): 0.607, atom 26 (H): 0.104, atom 27 (H): 0.079, atom 28 (H): 0.083, atom 29 (H): 0.079, atom 30 (O): -0.168, atom 31 (C): -0.288, atom 32 (C): -0.178, atom 33 (C): -0.148, atom 34 (C): -0.276, atom 35 (C): -0.027, atom 36 (C): -0.080, atom 37 (C): -0.060, atom 38 (C): -0.161, atom 39 (N): 0.063, atom 40 (H): 0.050, atom 41 (H): 0.103, atom 42 (H): 0.105, atom 43 (H): 0.106, atom 44 (H): 0.108, atom 45 (H): 0.116, atom 46 (H): 0.088, atom 47 (H): 0.108, atom 48 (H): 0.095, atom 49 (H): 0.099, atom 50 (H): 0.079, atom 51 (C): -0.075, atom 52 (C): -0.651, atom 53 (C): -0.072, atom 54 (C): -0.070, atom 55 (C): -0.176, atom 56 (C): -0.112, atom 57 (H): 0.070, atom 58 (H): 0.079, atom 59 (H): 0.078, atom 60 (H): 0.070, atom 61 (H): 0.082, atom 62 (H): 0.082, atom 63 (H): 0.070, atom 64 (H): 0.082, atom 65 (H): 0.084



<ii>
A molecular structure, C28H28NO5RuS2, computed with ωB97M-V with the def2-TZVPD basis set.

Properties
Expectation value of S²   8.764
E_LUMO (alpha / beta)   0.162 / 0.162 Eh
HOMO-LUMO gap (alpha / beta)   5.74 / 6.07 eV
Net charge   -2
2S+1   6
HOMO level (alpha / beta)   -1.34 / -1.66 eV

```
65
C28H28NO5RuS2 | OMol25 | ωB97M-V with the def2-TZVPD basis set
Ru 0.3858 -0.2572 -0.4986
O 4.1351 -0.5075 -2.2291
C 3.4857 -0.1375 -1.2567
O 2.4140 -0.7172 -0.8282
C 4.0059 1.0294 -0.4343
C 5.3656 1.3216 -0.5884
C 5.9933 2.3351 0.1156
C 5.2300 3.0995 0.9980
C 3.8817 2.8366 1.1505
C 3.2270 1.8013 0.4473
S 1.4903 1.6954 0.7340
H 5.9126 0.7088 -1.2939
H 7.0522 2.5292 -0.0191
H 5.6865 3.9052 1.5667
H 3.2839 3.4372 1.8282
O 1.4698 -3.0629 2.1682
C 0.4670 -2.6053 1.6498
O 0.3098 -1.3456 1.3277
C -0.7430 -3.4940 1.4650
C -0.8575 -4.5613 2.3609
C -1.9294 -5.4371 2.3363
C -2.9126 -5.2481 1.3649
C -2.8032 -4.2098 0.4574
C -1.7193 -3.2973 0.4663
S -1.6616 -2.0982 -0.8173
H -0.0589 -4.6785 3.0843
H -1.9967 -6.2510 3.0493
H -3.7677 -5.9165 1.3141
H -3.5604 -4.0734 -0.3068
O -1.2516 0.1523 2.9042
C -2.3799 0.0315 2.0475
C -3.0781 1.3689 2.0121
C -2.2361 2.4523 1.3229
C -2.2380 2.5315 -0.1853
C -3.2597 3.2110 -0.8556
C -3.1200 3.4786 -2.2025
C -1.9569 3.1000 -2.8413
C -1.0118 2.3916 -2.1112
N -1.1711 2.0730 -0.8301
H -0.5303 -0.3599 2.5050
H -3.0620 -0.7638 2.3678
H -2.0705 -0.2487 1.0487
H -3.2577 1.6910 3.0435
H -4.0524 1.2535 1.5238
H -1.1979 2.3405 1.6403
H -2.5731 3.4311 1.6724
H -4.1290 3.5449 -0.2996
H -3.9040 3.9985 -2.7431
H -1.7775 3.3223 -3.8859
H -0.1029 2.0392 -2.5754
C 0.0150 -2.2366 -5.5571
C -0.4513 -0.8185 -5.1982
C -1.9486 -0.6803 -5.5077
C 0.3424 0.2057 -6.0232
C -0.2277 -0.5836 -3.7619
C -0.0155 -0.4380 -2.5701
H -0.1349 -2.4275 -6.6273
H -0.5461 -2.9750 -4.9805
H 1.0733 -2.3603 -5.3185
H -2.1356 -0.8505 -6.5758
H -2.3021 0.3202 -5.2424
H -2.5229 -1.4038 -4.9248
H 0.2025 0.0244 -7.0967
H 1.4067 0.1406 -5.7877
H 0.0075 1.2218 -5.7947
```

Löwdin atomic charges, in units of e: atom 1 (Ru): 1.246, atom 2 (O): 0.010, atom 3 (C): -0.610, atom 4 (O): -0.215, atom 5 (C): -0.150, atom 6 (C): -0.054, atom 7 (C): -0.127, atom 8 (C): -0.132, atom 9 (C): -0.166, atom 10 (C): -0.605, atom 11 (S): 0.582, atom 12 (H): 0.103, atom 13 (H): 0.079, atom 14 (H): 0.083, atom 15 (H): 0.076, atom 16 (O): 0.048, atom 17 (C): -0.583, atom 18 (O): -0.296, atom 19 (C): -0.155, atom 20 (C): -0.054, atom 21 (C): -0.130, atom 22 (C): -0.135, atom 23 (C): -0.159, atom 24 (C): -0.624, atom 25 (S): 0.552, atom 26 (H): 0.104, atom 27 (H): 0.077, atom 28 (H): 0.082, atom 29 (H): 0.074, atom 30 (O): -0.092, atom 31 (C): -0.298, atom 32 (C): -0.181, atom 33 (C): -0.143, atom 34 (C): -0.274, atom 35 (C): -0.040, atom 36 (C): -0.097, atom 37 (C): -0.075, atom 38 (C): -0.154, atom 39 (N): 0.051, atom 40 (H): 0.025, atom 41 (H): 0.115, atom 42 (H): 0.029, atom 43 (H): 0.106, atom 44 (H): 0.108, atom 45 (H): 0.078, atom 46 (H): 0.107, atom 47 (H): 0.105, atom 48 (H): 0.095, atom 49 (H): 0.094, atom 50 (H): 0.080, atom 51 (C): -0.065, atom 52 (C): -0.644, atom 53 (C): -0.068, atom 54 (C): -0.069, atom 55 (C): -0.174, atom 56 (C): -0.243, atom 57 (H): 0.071, atom 58 (H): 0.084, atom 59 (H): 0.087, atom 60 (H): 0.072, atom 61 (H): 0.073, atom 62 (H): 0.083, atom 63 (H): 0.071, atom 64 (H): 0.085, atom 65 (H): 0.073



Which structure is the least stable? The one labeled <ii>.